## w
{"formula": "C6H12", "method": "the ωB97M-V functional and the def2-TZVPD basis", "homo_lumo_gap_ev": 11.1, "e_lumo_ev": 1.25, "e_homo_ev": -9.85, "symbols": ["C", "C", "C", "C", "C", "C", "H", "H", "H", "H", "H", "H", "H", "H", "H", "H", "H", "H"], "positions_angstrom": [[1.6184, 1.0087, -0.3564], [1.4038, -0.3361, 0.3599], [0.1392, -0.9549, -0.1978], [-1.0000, -1.5592, 0.5612], [-1.1772, -0.2259, -0.1332], [-1.4006, 0.9706, 0.7784], [2.3195, 0.9320, -1.1935], [0.6574, 1.3254, -0.7764], [1.9551, 1.8060, 0.3116], [1.3451, -0.2095, 1.4480], [2.2470, -1.0172, 0.1855], [0.3035, -1.4378, -1.1612], [-1.0153, -1.4843, 1.6459], [-1.4161, -2.4918, 0.1891], [-1.7218, -0.1653, -1.0744], [-2.3458, 0.8424, 1.3154], [-1.4575, 1.9241, 0.2407], [-0.6098, 1.0760, 1.5300]]}


## x
{"formula": "C6H12", "method": "the ωB97M-V functional and the def2-TZVPD basis", "homo_lumo_gap_ev": 11.5, "e_lumo_ev": 1.30, "e_homo_ev": -10.20, "symbols": ["C", "C", "C", "C", "C", "C", "H", "H", "H", "H", "H", "H", "H", "H", "H", "H", "H", "H"], "positions_angstrom": [[-1.2462, -2.0550, -0.3911], [-0.0411, -1.4260, 0.3279], [-0.1571, 0.0692, 0.4348], [-0.1458, 0.8307, -0.9278], [0.6472, 1.9248, -0.1827], [1.0677, 0.9284, 0.8795], [-2.2006, -1.8497, 0.1260], [-1.3284, -1.6668, -1.4140], [-1.1025, -3.1163, -0.3586], [0.8982, -1.6789, -0.2258], [0.0528, -1.8692, 1.3406], [-1.0981, 0.3803, 0.8763], [0.5354, 0.3283, -1.6010], [-1.0869, 1.0172, -1.4186], [1.3997, 2.4286, -0.8318], [0.0587, 2.7736, 0.2001], [1.1133, 1.2025, 1.9037], [2.0108, 0.4180, 0.5598]]}


## y
{"formula": "C6H12", "method": "the ωB97M-V functional and the def2-TZVPD basis", "homo_lumo_gap_ev": 11.4, "e_lumo_ev": 1.30, "e_homo_ev": -10.07, "symbols": ["C", "C", "C", "C", "C", "C", "H", "H", "H", "H", "H", "H", "H", "H", "H", "H", "H", "H"], "positions_angstrom": [[1.0110, -1.9787, -0.1040], [1.4605, -0.7281, 0.6463], [0.3688, 0.3319, 0.8181], [-0.3057, 0.7610, -0.4751], [-1.2188, 1.9494, -0.4455], [-1.7902, 0.5718, -0.6222], [0.7591, -1.7489, -1.1446], [0.1230, -2.4297, 0.3537], [1.8040, -2.7340, -0.1058], [1.8117, -1.0099, 1.6461], [2.3275, -0.2886, 0.1306], [0.8148, 1.2071, 1.3082], [-0.4064, -0.0496, 1.5041], [0.3003, 0.6525, -1.3702], [-1.3256, 2.4316, 0.5205], [-1.2389, 2.6272, -1.2958], [-2.2004, 0.3159, -1.5955], [-2.2946, 0.1192, 0.2312]]}


## z
{"formula": "C6H12", "method": "the ωB97M-V functional and the def2-TZVPD basis", "homo_lumo_gap_ev": 11.0, "e_lumo_ev": 1.19, "e_homo_ev": -9.78, "symbols": ["C", "C", "C", "C", "C", "C", "H", "H", "H", "H", "H", "H", "H", "H", "H", "H", "H", "H"], "positions_angstrom": [[-1.0667, -0.5380, -1.1343], [-1.6237, 0.3142, -0.0006], [-0.5324, 0.6092, 1.0363], [0.3066, -0.5354, 1.5328], [0.9411, 0.5115, 0.6325], [1.6791, 0.1242, -0.8569], [-1.1502, -0.0850, -2.1264], [0.0133, -0.5469, -0.9714], [-1.4165, -1.5707, -1.1611], [-2.4407, -0.1898, 0.5265], [-2.0035, 1.2700, -0.3807], [-0.8766, 1.3472, 1.7779], [0.1174, -1.4783, 1.0255], [0.5290, -0.6672, 2.5974], [1.6218, 1.2402, 1.0878], [2.5059, -0.4962, -0.5269], [2.0069, 1.0858, -1.2398], [1.3890, -0.3946, -1.8186]]}


Which one sits at the bottom of the stability order? z does.


## w
{"formula": "C6H12", "method": "the ωB97M-V functional and the def2-TZVPD basis", "homo_lumo_gap_ev": [7.4, 7.7], "e_lumo_ev": [0.35, 0.60], "e_homo_ev": [-7.05, -7.10], "symbols": ["C", "C", "C", "C", "C", "C", "H", "H", "H", "H", "H", "H", "H", "H", "H", "H", "H", "H"], "positions_angstrom": [[-1.7008, 0.4899, -0.7370], [-0.8397, 1.4836, 0.0544], [0.5297, 1.2493, -0.3990], [1.4613, 0.3459, 0.2993], [0.6454, -0.8123, -0.2081], [0.3636, -1.9108, 0.8271], [-1.4855, 0.4995, -1.8139], [-0.6904, -0.4956, -0.4643], [-2.7803, 0.7069, -0.6238], [-0.9568, 1.3176, 1.1328], [-1.1572, 2.5143, -0.1660], [0.7785, 1.6199, -1.3967], [1.4201, 0.4363, 1.3856], [2.4854, 0.3692, -0.0574], [1.0209, -1.2251, -1.1406], [1.3086, -2.3633, 1.1670], [-0.2635, -2.7176, 0.4305], [-0.1392, -1.5077, 1.7101]]}


## x
{"formula": "C6H12", "method": "the ωB97M-V functional and the def2-TZVPD basis", "homo_lumo_gap_ev": 11.4, "e_lumo_ev": 1.27, "e_homo_ev": -10.16, "symbols": ["C", "C", "C", "C", "C", "C", "H", "H", "H", "H", "H", "H", "H", "H", "H", "H", "H", "H"], "positions_angstrom": [[0.1762, -1.8193, 0.0523], [0.0823, -0.4188, -0.5545], [1.2197, -0.1464, -1.5396], [0.0594, 0.5975, 0.5706], [-0.7816, 1.8404, 0.5266], [-1.1716, 0.6963, 1.4218], [-0.6575, -1.9865, 0.7433], [0.1554, -2.6045, -0.7114], [1.1059, -1.9252, 0.6262], [-0.8723, -0.3406, -1.0975], [1.0867, 0.8185, -2.0417], [2.1844, -0.1215, -1.0166], [1.2781, -0.9266, -2.3078], [1.0123, 0.6914, 1.0941], [-0.3878, 2.7439, 0.9845], [-1.3983, 2.0147, -0.3524], [-2.0243, 0.0992, 1.1030], [-1.0671, 0.7874, 2.4991]]}


Which one sits at the bottom of the stability order? w does.


## w
{"formula": "C6H12", "method": "the ωB97M-V functional and the def2-TZVPD basis", "homo_lumo_gap_ev": 9.0, "e_lumo_ev": 1.18, "e_homo_ev": -7.87, "symbols": ["C", "C", "C", "C", "C", "C", "H", "H", "H", "H", "H", "H", "H", "H", "H", "H", "H", "H"], "positions_angstrom": [[2.0209, 0.9096, -0.5664], [1.3617, -0.2246, 0.2073], [0.2368, -0.8785, -0.5705], [-0.7877, -1.6032, 0.2388], [-1.3644, -0.3517, -0.2704], [-1.6985, 0.8416, 0.5601], [2.3966, 0.5435, -1.5284], [1.2936, 1.7039, -0.7718], [2.8559, 1.3521, -0.0137], [1.0236, 0.1296, 1.1958], [2.1193, -0.9942, 0.4300], [-0.2434, -0.2376, -1.3596], [-0.6071, -1.5471, 1.3150], [-1.2045, -2.5522, -0.0797], [-2.0339, -0.5229, -1.1250], [-2.5638, 0.6080, 1.1846], [-1.9440, 1.7153, -0.0566], [-0.8611, 1.1084, 1.2105]]}


## x
{"formula": "C6H12", "method": "the ωB97M-V functional and the def2-TZVPD basis", "homo_lumo_gap_ev": 7.9, "e_lumo_ev": -0.05, "e_homo_ev": -7.99, "symbols": ["C", "C", "C", "C", "C", "C", "H", "H", "H", "H", "H", "H", "H", "H", "H", "H", "H", "H"], "positions_angstrom": [[-2.3790, -0.4509, 0.7513], [-1.6033, 0.3772, -0.2708], [-0.1642, -0.0314, -0.4906], [0.8013, 0.1952, 0.5778], [2.1581, -0.0198, 0.5009], [0.1700, -0.6496, -1.6333], [-2.0787, -0.1571, 1.7605], [-2.0977, -1.4997, 0.6711], [3.4255, 1.7925, 0.2548], [-3.4408, -0.2371, 0.6696], [-1.6899, 1.4647, -0.1307], [0.5269, 0.8079, 1.4288], [2.4635, -0.6578, -0.3271], [2.9232, 1.1428, 0.1697], [2.5038, -0.4931, 1.4120], [1.1963, -0.9369, -1.7948], [-2.0750, 0.2703, -1.2496], [-0.6399, -0.9172, -2.2995]]}


## y
{"formula": "C6H12", "method": "the ωB97M-V functional and the def2-TZVPD basis", "homo_lumo_gap_ev": 11.2, "e_lumo_ev": 1.18, "e_homo_ev": -10.07, "symbols": ["C", "C", "C", "C", "C", "C", "H", "H", "H", "H", "H", "H", "H", "H", "H", "H", "H", "H"], "positions_angstrom": [[-1.6878, 0.6871, 1.0737], [-0.7525, 0.1785, -0.2958], [-1.1422, -1.2541, -0.6321], [0.7238, 0.3354, 0.0829], [1.9718, -0.5227, -0.0279], [1.9690, 0.8778, -0.5943], [-1.4844, 1.6674, 1.5816], [-2.7293, 0.7747, 0.7507], [-1.7043, -0.0159, 1.9397], [-0.9929, 0.8720, -1.1100], [-0.7224, -1.6271, -1.5784], [-0.7896, -1.9308, 0.1563], [-2.2301, -1.3103, -0.6935], [0.3361, 0.7030, 1.0271], [2.5494, -0.7048, 0.8790], [2.0654, -1.3421, -0.7457], [2.0523, 0.9617, -1.6815], [2.5494, 1.6435, -0.0785]]}


Which one sits at the bottom of the stability order? x does.


## w
{"formula": "C6H12", "method": "the ωB97M-V functional and the def2-TZVPD basis", "homo_lumo_gap_ev": 8.4, "e_lumo_ev": 1.02, "e_homo_ev": -7.39, "symbols": ["C", "C", "C", "C", "C", "C", "H", "H", "H", "H", "H", "H", "H", "H", "H", "H", "H", "H"], "positions_angstrom": [[-1.5364, 0.7742, 0.1186], [-0.4987, -0.1238, 0.8062], [-0.4981, -1.5520, 0.2113], [0.5998, -1.3433, -0.8272], [0.9640, 0.2296, 0.5875], [1.3510, 1.4884, -0.0803], [-1.4468, 1.8212, 0.4384], [-1.4403, 0.7518, -0.9757], [-2.5510, 0.4342, 0.3679], [-0.6998, -0.1139, 1.8884], [-0.1618, -2.2825, 0.9584], [-1.4641, -1.8876, -0.1875], [0.3028, -0.7773, -1.7122], [1.2055, -2.2123, -1.1140], [1.5231, -0.7864, 0.1080], [0.6995, 1.8322, -0.8994], [1.2556, 2.2330, 0.7280], [2.3956, 1.5145, -0.4163]]}


## x
{"formula": "C6H12", "method": "the ωB97M-V functional and the def2-TZVPD basis", "homo_lumo_gap_ev": 11.5, "e_lumo_ev": 1.03, "e_homo_ev": -10.46, "symbols": ["C", "C", "C", "C", "C", "C", "H", "H", "H", "H", "H", "H", "H", "H", "H", "H", "H", "H"], "positions_angstrom": [[-1.1222, -1.0833, 0.4200], [-0.3050, 0.1094, -0.0750], [-1.2200, 1.1898, -0.6379], [0.7569, 0.5698, 0.9649], [1.8121, -0.2900, 0.2384], [0.8721, -0.3380, -0.9879], [-1.6967, -1.5306, -0.4016], [-0.4804, -1.8664, 0.8419], [-1.8316, -0.7759, 1.1988], [-1.8008, 0.8076, -1.4875], [-0.6423, 2.0536, -0.9878], [-1.9304, 1.5442, 0.1201], [0.9710, 1.6404, 0.8589], [0.5707, 0.3518, 2.0232], [1.9306, -1.2770, 0.6992], [2.8046, 0.1535, 0.1113], [0.7594, -1.3012, -1.4994], [1.1180, 0.4279, -1.7335]]}


Which one sits at the bottom of the stability order? w does.


## w
{"formula": "C2H10N2O2", "method": "the ωB97M-V functional and the def2-TZVPD basis", "homo_lumo_gap_ev": 9.6, "e_lumo_ev": 0.71, "e_homo_ev": -8.92, "symbols": ["C", "N", "C", "N", "H", "H", "H", "H", "H", "H", "H", "H", "O", "H", "H", "O"], "positions_angstrom": [[-1.5720, -1.6793, -0.3046], [-0.4102, -1.9089, -3.3418], [0.1034, -2.0813, -2.0638], [-0.2990, -2.0060, -0.8788], [-1.5542, -0.7788, 0.3110], [-1.7910, -2.4573, 0.4441], [-2.3931, -1.7105, -1.0397], [0.2568, -1.9903, -4.0892], [-1.3010, -2.3204, -3.5746], [1.1780, -2.2932, -2.1225], [-0.8845, 2.3652, 2.5008], [0.0019, 1.1456, 3.1778], [-0.1869, 2.0858, 3.0762], [1.4791, 4.5232, 2.0449], [2.5044, 3.9570, 3.2790], [2.2929, 4.0851, 2.3493]]}


## x
{"formula": "C2H10N2O2", "method": "the ωB97M-V functional and the def2-TZVPD basis", "homo_lumo_gap_ev": 8.2, "e_lumo_ev": 0.82, "e_homo_ev": -7.40, "symbols": ["C", "C", "N", "N", "H", "H", "H", "H", "H", "H", "H", "H", "O", "H", "H", "O"], "positions_angstrom": [[-0.9159, 0.2180, -0.9161], [-0.7152, 0.7540, 0.2903], [0.5595, 1.1150, 0.6569], [-2.1932, -0.3115, -1.2708], [-0.2630, 0.0990, -1.7869], [-1.5695, 0.8957, 1.0821], [1.3103, 1.1465, -0.0530], [0.8362, 1.6288, 1.4999], [-2.4903, 0.1159, -2.1310], [-2.9466, -0.0681, -0.6242], [0.3061, -0.8699, 1.5074], [0.0751, -2.3312, 1.8162], [0.3930, -1.5128, 2.2343], [2.8740, -0.0069, -0.1043], [2.0668, -0.8012, -1.1631], [2.6727, -0.0714, -1.0377]]}


Which one sits at the bottom of the stability order? w does.


## w
{"formula": "C2H10N2O2", "method": "the ωB97M-V functional and the def2-TZVPD basis", "homo_lumo_gap_ev": 8.7, "e_lumo_ev": 0.47, "e_homo_ev": -8.24, "symbols": ["C", "C", "N", "N", "H", "H", "H", "H", "H", "H", "H", "H", "O", "H", "H", "O"], "positions_angstrom": [[0.4625, 1.6583, -0.8514], [-0.2646, 0.5656, -1.1702], [0.1866, -0.5837, -1.8253], [0.0374, 2.7991, -0.1077], [1.5093, 1.6867, -1.3380], [-1.2399, 0.4643, -0.6258], [1.1932, -0.6509, -1.6053], [-0.0612, -1.4539, -1.3145], [0.1458, 2.7085, 0.8721], [-0.9022, 3.2341, -0.1997], [-0.0895, -3.6803, 0.7925], [-0.2221, -2.1673, 0.8867], [0.0348, -2.8686, 0.2438], [-1.0190, -0.4925, 1.9539], [0.4461, -0.3169, 1.9999], [-0.2173, -0.9025, 2.2888]]}


## x
{"formula": "C2H10N2O2", "method": "the ωB97M-V functional and the def2-TZVPD basis", "homo_lumo_gap_ev": 8.6, "e_lumo_ev": 0.37, "e_homo_ev": -8.27, "symbols": ["C", "N", "C", "N", "H", "H", "H", "H", "H", "H", "H", "H", "O", "H", "H", "O"], "positions_angstrom": [[1.5638, -0.1182, 0.8670], [1.6840, -0.4024, -0.5604], [0.5718, -0.7729, -1.2863], [0.8125, -1.2003, -2.4834], [0.7769, -0.7864, 1.2128], [2.5622, -0.2473, 1.3037], [1.2666, 0.8778, 1.1917], [2.5344, -0.7392, -0.9781], [-0.4435, -0.4708, -1.0213], [0.0678, -0.8974, -3.1065], [-0.9800, 2.2769, -0.1676], [-2.2231, 1.8953, 0.6422], [-1.2671, 1.9116, 0.6583], [-1.8033, 0.1127, 1.3749], [-2.9737, -0.7684, 1.4223], [-2.1494, -0.6710, 0.9306]]}


## y
{"formula": "C2H10N2O2", "method": "the ωB97M-V functional and the def2-TZVPD basis", "homo_lumo_gap_ev": 10.3, "e_lumo_ev": 0.76, "e_homo_ev": -9.52, "symbols": ["N", "C", "O", "H", "H", "H", "H", "H", "N", "C", "O", "H", "H", "H", "H", "H"], "positions_angstrom": [[2.4579, 0.1948, 1.7103], [1.5314, -0.3334, 0.7647], [1.2065, 0.4938, -0.3664], [3.4279, 0.2617, 1.4651], [2.1720, 1.0017, 2.2372], [1.9681, -1.2142, 0.2953], [0.6915, -0.6095, 1.3951], [2.0116, 0.7601, -0.7940], [-1.9883, 0.8040, -0.3228], [-2.0159, -0.6139, -0.5891], [-1.8489, -0.9916, -1.9332], [-1.1055, 1.2025, -0.6232], [-2.7538, 1.3464, -0.7021], [-1.2476, -0.9938, 0.0910], [-2.9260, -1.0597, -0.1818], [-1.5809, -0.2491, -2.4460]]}


Which one sits at the bottom of the stability order? w does.